15
Properties=species:S:1:pos:R:3:nbo_charge:R:1 method="wB97M-V/def2-TZVPD" spin_multiplicity=1 charge=+1 total_energy_ha=-395.49091 de_lowest_kj_mol=174.4
C -1.378 -0.721 0.331 0.741
C 1.324 1.278 -0.329 0.587
N -2.318 -1.621 0.211 -0.783
N -0.412 -0.428 -0.495 -0.887
N 2.275 0.807 -1.046 -0.721
O -1.625 0.091 1.369 -0.695
O 1.276 1.104 0.981 -0.593
H 0.388 1.722 -0.735 0.263
H -2.074 -2.465 -0.165 0.398
H -3.015 -1.688 0.923 0.418
H -0.534 -1.069 -1.292 0.354
H 3.200 0.604 -0.648 0.450
H -1.102 0.831 1.636 0.516
H 1.974 0.935 -2.007 0.452
H 2.021 0.620 1.267 0.499

14
Properties=species:S:1:pos:R:3:nbo_charge:R:1 method="wB97M-V/def2-TZVPD" spin_multiplicity=1 total_energy_ha=-586.43558 de_lowest_kj_mol=470.2
C 0.255 1.677 -0.684 -0.166
N 0.941 0.727 -1.151 -0.204
N 0.850 -0.518 -0.899 0.063
N 1.467 -1.442 -0.429 -0.171
C 2.623 -1.298 0.392 -0.480
H 0.117 1.690 0.334 0.156
H 0.244 2.626 -1.173 0.180
H 2.405 -1.490 1.511 0.222
H 3.450 -1.918 0.022 0.219
H 2.979 -0.328 0.285 0.182
P -2.862 -0.829 -0.593 0.029
H -1.679 -1.238 -1.213 0.011
H -2.803 0.438 -1.080 -0.019
H -2.179 -0.417 0.519 -0.022

14
Properties=species:S:1:pos:R:3:nbo_charge:R:1 method="wB97M-V/def2-TZVPD" spin_multiplicity=1 charge=+1 total_energy_ha=-643.11828 de_lowest_kj_mol=218.7
C -0.367 0.344 1.174 0.309
C -0.341 0.728 2.595 -0.696
N -0.364 -0.905 0.800 -0.594
N 0.446 0.147 -3.506 -1.028
N 0.601 -1.085 -1.374 -0.932
S 1.318 -0.094 -2.125 1.298
H 0.678 0.501 2.830 0.270
H -1.050 0.044 3.052 0.248
H -0.670 1.686 2.908 0.265
H -0.493 -1.670 1.465 0.420
H 0.029 -1.042 -0.191 0.405
H 0.700 0.748 -4.244 0.414
H -0.274 -0.468 -3.811 0.423
H -0.212 1.064 0.428 0.198

15
Properties=species:S:1:pos:R:3:nbo_charge:R:1 method="wB97M-V/def2-TZVPD" spin_multiplicity=1 total_energy_ha=-375.01174 de_lowest_kj_mol=774.2
C 0.046 -0.791 0.009 0.294
C 0.405 0.376 -0.315 0.458
N -2.414 0.871 0.243 -0.522
N -0.133 -2.090 0.026 -0.755
N 0.553 1.693 -0.488 -0.816
N 2.203 -0.062 0.230 -0.994
O -1.570 0.365 -0.750 -0.621
H -2.566 0.155 0.955 0.307
H -1.969 1.668 0.700 0.308
H -0.616 -2.522 0.801 0.403
H -0.069 -2.625 -0.831 0.401
H -0.160 2.121 -1.061 0.426
H 1.514 2.003 -0.497 0.430
H 2.531 -0.899 -0.249 0.339
H 2.247 -0.261 1.227 0.342

15
Properties=species:S:1:pos:R:3:nbo_charge:R:1 method="wB97M-V/def2-TZVPD" spin_multiplicity=1 total_energy_ha=-375.10757 de_lowest_kj_mol=522.6 smiles="C/N=N/NN(C)O"
C -0.382 -0.403 2.715 -0.453
N -0.746 0.178 1.451 -0.233
N -0.669 -0.611 0.487 -0.013
N -0.991 -0.051 -0.682 -0.308
N -0.005 -0.277 -1.656 -0.002
C 1.319 0.342 -1.204 -0.456
O -0.432 0.383 -2.828 -0.581
H 0.379 0.238 3.166 0.208
H -1.256 -0.406 3.374 0.210
H 0.008 -1.425 2.604 0.197
H -1.328 0.927 -0.636 0.335
H 2.028 0.089 -1.994 0.212
H 1.668 -0.111 -0.280 0.217
H 1.216 1.431 -1.123 0.187
H -0.809 -0.305 -3.393 0.481

15
Properties=species:S:1:pos:R:3:nbo_charge:R:1 method="wB97M-V/def2-TZVPD" spin_multiplicity=1 charge=+2 total_energy_ha=-374.51464 de_lowest_kj_mol=166.9
C 0.182 -0.299 0.731 0.156
C -1.840 -1.331 1.301 0.589
N -1.089 -0.752 0.390 -0.524
N 1.014 0.421 0.017 -0.197
N 0.815 0.867 -1.173 -0.263
N 1.814 1.626 -1.825 -0.533
O -2.991 -1.791 0.991 -0.543
H 0.516 -0.554 1.726 0.242
H -1.450 -1.400 2.321 0.224
H 1.906 0.623 0.507 0.434
H -1.508 -0.698 -0.565 0.486
H 2.736 1.724 -1.350 0.433
H 1.436 2.579 -2.014 0.462
H 1.968 1.197 -2.761 0.467
H -3.509 -2.213 1.705 0.567